Density functional theory data (ωB97M-V/def2-TZVPD) for a structure of composition C15H36F3MgO7S4 in a non-equilibrium geometry.

Results
* E_LUMO: -1.962 eV
* total charge: +1
* E_HOMO: -10.045 eV
* energy: -87403.6568 eV
* HOMO-LUMO gap: 8.083 eV

XYZ file:
```
66
C15H36F3MgO7S4 (ωB97M-V/def2-TZVPD)
Mg -0.349 -0.303 0.087
C 1.798 1.987 -1.183
O 3.042 1.920 -0.482
O 0.879 1.173 -0.429
C 1.368 3.495 -1.407
F 1.380 4.266 -0.339
F 2.113 4.150 -2.245
F 0.162 3.530 -1.938
C 4.188 2.212 -1.273
C 5.114 2.498 -0.075
H 5.234 1.601 0.532
H 6.085 2.624 -0.554
H 4.811 3.307 0.589
H 4.243 3.109 -1.890
H 4.611 1.387 -1.846
H 1.916 1.532 -2.167
C 1.692 -4.051 -0.101
S 1.837 -2.453 -0.972
O 0.527 -1.642 -0.712
C 3.247 -1.739 0.035
H 1.171 -4.770 -0.733
H 1.130 -3.882 0.817
H 2.622 -4.590 0.081
H 3.583 -0.738 -0.233
H 4.078 -2.444 0.001
H 2.905 -1.655 1.067
C -1.183 -0.563 4.046
S 0.456 -0.164 3.246
O 0.454 -0.675 1.778
C 1.528 -1.440 4.072
H -1.072 -0.459 5.126
H -1.526 -1.575 3.830
H -1.959 0.023 3.554
H 2.580 -1.222 3.886
H 1.297 -2.436 3.697
H 1.408 -1.465 5.155
C -3.622 2.032 -0.158
S -2.564 1.950 1.364
O -1.501 0.912 1.011
C -1.929 3.688 1.202
H -4.486 2.692 -0.081
H -4.049 1.036 -0.280
H -3.143 2.205 -1.122
H -1.138 3.961 1.900
H -2.756 4.386 1.329
H -1.607 3.703 0.160
C 0.105 -0.263 -3.713
S -1.523 -0.687 -2.905
O -1.416 -0.153 -1.486
C -2.549 0.480 -3.907
H 0.003 -0.598 -4.745
H 0.978 -0.744 -3.273
H 0.172 0.824 -3.662
H -2.360 0.294 -4.964
H -2.304 1.498 -3.602
H -3.595 0.267 -3.689
C -4.054 -1.886 1.166
C -2.732 -2.455 0.703
O -1.719 -1.776 0.681
C -2.621 -3.902 0.390
H -4.745 -2.686 1.432
H -4.427 -1.244 0.368
H -3.866 -1.299 2.065
H -2.616 -4.002 -0.696
H -3.556 -4.390 0.666
H -1.752 -4.393 0.828
```

---

Density functional theory data (ωB97M-V/def2-TZVPD) for a structure of composition C55H40O3P2S2Ti in a non-equilibrium geometry.

Results
* E_LUMO (alpha / beta): -0.205 / -0.199 eV
* total charge: 0
* E_HOMO (alpha / beta): -4.561 / -7.447 eV
* multiplicity: 3
* energy: -127191.8180 eV
* HOMO-LUMO gap (alpha / beta): 4.356 / 7.247 eV

XYZ file:
```
103
C55H40O3P2S2Ti (ωB97M-V/def2-TZVPD)
Ti 0.038 -0.295 -0.229
O 0.248 -1.199 1.540
S 0.092 0.195 2.190
C 1.364 0.265 3.410
C 1.101 0.057 4.774
C 1.988 0.467 5.766
C 3.169 1.073 5.393
C 4.304 1.635 6.210
C 5.366 2.075 5.167
C 4.755 1.749 3.829
C 5.239 1.897 2.548
C 4.433 1.488 1.492
C 3.144 0.966 1.668
P 2.353 0.384 0.144
C 3.441 -1.005 -0.342
C 4.559 -0.904 -1.166
C 5.313 -2.033 -1.444
C 4.972 -3.258 -0.892
C 3.865 -3.364 -0.064
C 3.096 -2.244 0.203
C 2.630 1.645 -1.131
C 2.508 1.227 -2.458
C 2.505 2.157 -3.481
C 2.599 3.509 -3.184
C 2.700 3.929 -1.868
C 2.706 3.002 -0.837
C 2.617 0.808 2.976
C 3.482 1.196 4.023
C -1.466 0.130 3.061
C -1.601 1.123 4.022
C -2.727 1.235 4.842
C -3.717 0.296 4.714
C -4.999 0.092 5.475
C -5.651 -1.155 4.829
C -4.715 -1.547 3.719
C -4.812 -2.535 2.772
C -3.852 -2.551 1.759
C -2.754 -1.693 1.721
P -1.904 -1.650 0.130
C -1.261 -3.319 -0.191
C -1.230 -4.334 0.760
C -0.632 -5.548 0.459
C -0.059 -5.756 -0.785
C -0.072 -4.741 -1.732
C -0.656 -3.522 -1.436
C -3.237 -1.400 -1.089
C -3.733 -0.094 -1.117
C -4.647 0.284 -2.082
C -5.063 -0.641 -3.028
C -4.584 -1.941 -2.999
C -3.669 -2.325 -2.030
C -2.540 -0.761 2.782
C -3.608 -0.681 3.707
H 0.181 -0.436 5.053
H 1.739 0.308 6.808
H 4.700 0.888 6.902
H 3.964 2.480 6.814
H 6.310 1.543 5.306
H 5.581 3.143 5.240
H 6.224 2.303 2.356
H 4.810 1.569 0.481
H 4.829 0.050 -1.602
H 6.172 -1.955 -2.096
H 5.567 -4.133 -1.112
H 3.599 -4.317 0.372
H 2.226 -2.320 0.849
H 2.406 0.171 -2.683
H 2.398 1.827 -4.505
H 2.570 4.237 -3.982
H 2.760 4.985 -1.642
H 2.753 3.324 0.195
H -0.782 1.817 4.149
H -2.790 2.027 5.576
H -5.643 0.969 5.384
H -4.802 -0.054 6.538
H -6.640 -0.932 4.425
H -5.770 -1.966 5.549
H -5.625 -3.248 2.770
H -3.973 -3.242 0.933
H -1.666 -4.170 1.736
H -0.615 -6.336 1.199
H 0.407 -6.704 -1.015
H 0.373 -4.900 -2.704
H -0.659 -2.719 -2.169
H -3.373 0.624 -0.386
H -5.013 1.302 -2.111
H -5.746 -0.339 -3.810
H -4.913 -2.655 -3.742
H -3.283 -3.337 -2.018
O -0.467 -0.131 -4.110
C -0.604 0.370 -3.011
O -0.130 -0.217 -1.932
C -1.289 1.681 -2.831
C -1.893 2.208 -3.979
C -2.499 3.445 -3.983
C -2.478 4.214 -2.823
C -1.907 3.708 -1.677
C -1.332 2.430 -1.641
S -0.763 1.906 -0.071
H -1.856 1.599 -4.872
H -2.982 3.816 -4.876
H -2.901 5.210 -2.814
H -1.903 4.279 -0.757
```

---

Density functional theory data (ωB97M-V/def2-TZVPD) for a cluster of 2 separate species, C14H13O in total in a non-equilibrium geometry.

Results
* E_LUMO (alpha / beta): -4.264 / -8.415 eV
* total charge: +1
* E_HOMO (alpha / beta): -10.763 / -11.558 eV
* multiplicity: 3
* energy: -16762.3229 eV
* HOMO-LUMO gap (alpha / beta): 6.499 / 3.143 eV

XYZ file:
```
28
C14H13O (ωB97M-V/def2-TZVPD)
C 2.812 -2.476 -2.106
C -1.570 3.820 -0.015
C 2.689 -1.394 -1.226
C 1.789 -3.421 -2.090
C -1.036 4.262 1.210
C -2.095 2.508 -0.008
C 1.491 -1.077 -0.598
C 0.519 -3.195 -1.513
C -1.220 3.564 2.407
C -2.392 1.868 1.191
C 0.396 -1.992 -0.735
C -1.970 2.461 2.272
C -0.641 -1.538 1.549
C -0.846 -1.767 0.090
O -0.942 -0.511 0.639
H 3.727 -2.576 -2.622
H -1.477 4.354 -0.878
H 3.456 -0.528 -1.224
H 2.005 -4.336 -2.787
H -0.531 5.231 1.315
H -2.435 1.924 -0.813
H 1.414 -0.131 -0.034
H -0.133 -4.021 -1.651
H -0.884 3.922 3.327
H -2.879 0.937 1.185
H -1.471 -1.790 2.276
H 0.389 -1.702 1.945
H -1.746 -2.414 -0.243
```